1.
The following is a DFT calculation (ωB97M-V with the def2-TZVPD basis set) of a molecular structure, C34H77BrF6IN2O7PSi2.

Each line ends with the Löwdin charge.
Geometry (Å):
I (3.93817, -0.43047, 2.70488)  0.948
Br (2.81762, -0.93351, -4.05904)  0.328
P (3.47004, -2.00425, -2.19692)  0.505
Si (0.00937, -1.68826, 0.42297)  0.592
Si (2.78195, -0.66143, -0.41760)  0.383
F (-0.32754, 2.12523, 1.05811)  0.154
F (0.65851, 0.64860, 2.25156)  0.095
F (2.81174, 1.44235, -2.15370)  -0.140
F (-1.33210, 1.28888, 2.76958)  0.178
F (-1.63499, 0.50368, -0.24822)  0.055
F (-2.19270, -0.64511, 1.52674)  0.043
O (-0.37669, 6.46630, -1.72804)  -0.153
O (6.82619, -0.88100, -4.24730)  -0.182
O (0.39000, 0.74004, 7.44603)  -0.159
O (1.64497, -1.43343, 0.49977)  -0.298
O (2.31600, -3.18636, -2.09061)  -0.458
O (-6.29641, 3.75414, -3.42207)  -0.158
O (-3.86572, -6.77541, 1.09490)  -0.166
N (0.02479, -0.48742, -2.29732)  0.127
N (-2.55396, -4.20516, 4.24325)  -0.005
C (-1.13495, -4.07129, 4.63722)  -0.272
C (-6.27636, -7.29596, 1.20746)  -0.079
C (-1.20092, 4.14508, -1.60924)  -0.061
C (4.39445, -0.60803, 0.61701)  -0.772
C (-6.28803, 4.79449, -4.38373)  -0.281
C (0.47347, 1.64977, 8.52798)  -0.283
C (-0.84031, 2.33507, 8.86502)  -0.081
C (0.94736, 2.36043, 5.67166)  -0.070
C (-2.43386, 7.43847, -0.77608)  -0.081
C (2.76183, 2.17172, 0.12073)  -0.086
C (-0.37198, -1.69529, -2.43139)  -0.480
C (5.30131, -1.83329, 0.37765)  -0.426
C (-4.03378, -4.84634, -0.42690)  -0.076
C (-0.56283, -2.67322, 4.34348)  -0.206
C (6.47020, -2.03625, 1.35782)  -0.165
C (6.68313, 0.21072, -5.14058)  -0.282
C (-0.41628, 5.27332, -0.96216)  -0.271
C (-0.00030, 1.30001, 6.20439)  -0.279
C (-4.99652, 4.89487, -5.17845)  -0.077
C (5.95744, -0.13178, -6.43142)  -0.085
C (0.38175, -2.64495, 3.13218)  -0.243
C (9.00010, -1.66489, -5.10226)  -0.081
C (-0.35915, -2.88923, 1.78984)  -0.212
C (-0.58152, -2.47762, -1.15714)  -0.173
C (-0.53191, 1.01018, 1.75386)  -0.576
C (-0.64927, -2.40532, -3.72701)  -0.044
C (-5.39959, 5.10406, -1.56495)  -0.078
C (-5.08386, -6.55686, 1.78875)  -0.286
C (-1.63963, 7.04099, -2.00847)  -0.279
C (2.28582, 1.12192, -0.88474)  -0.424
C (-3.83792, -6.34401, -0.25282)  -0.279
C (7.56001, -1.98660, -4.73960)  -0.286
C (-1.11237, -0.11598, 0.84762)  -0.363
C (-5.30413, 3.84858, -2.41575)  -0.280
H (-6.04986, -8.35777, 1.10261)  0.083
H (-4.89068, -6.91084, 2.80160)  0.118
H (-1.02058, 1.69699, 6.26150)  0.111
H (3.79488, 2.46068, -0.11422)  0.087
H (6.53652, -0.79895, -7.07214)  0.067
H (-1.84666, 8.08857, -0.12632)  0.082
H (-1.42156, 7.92110, -2.61382)  0.119
H (-0.80627, 5.47301, 0.04290)  0.111
H (0.80411, 1.04552, 9.37303)  0.118
H (1.25432, 2.39756, 8.34543)  0.107
H (4.67877, -2.74077, 0.38838)  0.095
H (-0.04148, -3.31084, -3.81662)  0.075
H (-0.84424, 3.96441, -2.62478)  0.089
H (-3.86709, -4.56985, -1.46914)  0.074
H (-3.33586, 7.97241, -1.07804)  0.076
H (1.19130, 1.17486, -0.97640)  0.079
H (-4.57106, -6.89562, -0.85256)  0.109
H (-1.66059, -2.65577, -0.98946)  0.094
H (-2.81166, -3.42593, 3.64740)  0.041
H (1.13932, -3.43074, 3.26567)  0.112
H (7.65702, 0.66442, -5.35976)  0.108
H (-4.68727, 5.04562, -0.74089)  0.066
H (-0.52116, -4.82929, 4.12798)  0.107
H (-5.11256, 5.62376, -5.98129)  0.077
H (-5.04152, -4.52671, -0.15979)  0.070
H (0.62835, 4.98352, -0.84368)  0.110
H (-1.08411, 3.22922, -1.03008)  0.056
H (-1.70452, -2.71215, -3.75697)  0.088
H (0.95080, -1.70581, 3.12989)  0.049
H (-0.03782, -3.85506, 1.36366)  0.092
H (-2.69325, -5.04402, 3.68993)  0.052
H (6.86987, -1.08132, 1.71868)  0.061
H (2.13873, 3.07140, 0.05118)  0.067
H (-7.13632, -7.18470, 1.86819)  0.077
H (7.28795, -2.55616, 0.84209)  0.072
H (-5.44982, 2.96516, -1.79388)  0.121
H (6.10789, 0.94798, -4.57982)  0.116
H (-2.85023, -6.63193, -0.61446)  0.117
H (7.53483, -2.71728, -3.93035)  0.116
H (9.50376, -1.17998, -4.26487)  0.081
H (5.01262, -0.62380, -6.20059)  0.035
H (-4.30245, 3.76513, -2.85431)  0.097
H (9.06870, -1.00559, -5.96849)  0.066
H (0.94096, 3.27079, 6.27325)  0.069
H (-1.16003, 3.02092, 8.07936)  0.066
H (-1.39374, -1.97367, 4.17441)  0.107
H (-1.05530, -4.27371, 5.71376)  0.098
H (-5.29388, -5.48363, 1.86356)  0.108
H (-2.23666, 6.36468, -2.63337)  0.097
H (-6.51738, 5.75779, -3.91328)  0.107
H (-0.46456, -1.74845, -4.58592)  0.075
H (5.73065, -1.71218, -0.62279)  0.071
H (-0.02943, 0.45367, 5.51676)  0.105
H (1.97024, 1.98110, 5.64302)  0.082
H (4.96602, 0.28863, 0.35105)  0.052
H (6.18718, -2.65246, 2.21774)  0.055
H (-5.16832, 6.00420, -2.13724)  0.063
H (-4.15605, 5.21666, -4.56127)  0.057
H (0.15884, -0.02881, -3.20024)  0.048
H (5.75737, 0.77886, -6.99676)  0.078
H (-3.32699, -4.29696, 0.19875)  0.066
H (-0.12385, -3.47515, -1.23779)  0.090
H (-0.73040, 2.91337, 9.78307)  0.075
H (0.65237, 2.63681, 4.66028)  0.066
H (-0.00976, -2.30713, 5.22012)  0.106
H (-2.26882, 4.36607, -1.65995)  0.048
H (9.53438, -2.58422, -5.34491)  0.076
H (-1.62819, 1.59479, 9.01047)  0.082
H (-2.74406, 6.56719, -0.19789)  0.056
H (-1.43898, -2.97954, 1.94408)  0.063
H (-4.74463, 3.92894, -5.61832)  0.083
H (-6.56188, -6.91242, 0.22677)  0.067
H (-7.11819, 4.56126, -5.05058)  0.118
H (2.72159, 1.80904, 1.15194)  0.020
H (2.26688, -3.66016, -2.93403)  0.035
H (7.04642, -2.44066, -5.59543)  0.108
H (-6.40360, 5.21375, -1.15296)  0.084

Highest occupied orbital energy in eV: -8.4
Charge: 0


2.
The following is a DFT calculation (ωB97M-V with the def2-TZVPD basis set) of 10 unconnected molecules or ions with the total composition C34H77IN11O23S.

Each line ends with the Löwdin charge.
Geometry (Å):
I (0.34469, -1.64943, 5.01639)  0.903
S (-4.05660, -0.12211, 1.04857)  0.680
O (4.32007, 1.21660, 3.84650)  0.045
O (2.41658, 8.67470, -9.96615)  0.032
O (-8.38948, -2.68348, -3.46598)  0.091
O (6.43826, 1.35565, 4.19561)  0.071
O (-8.63821, -0.59287, 1.73421)  0.049
O (3.14955, 8.26581, -11.94537)  0.093
O (-4.60777, 1.21704, 0.98064)  -0.316
O (0.28386, -5.46338, -0.13510)  0.115
O (10.81725, 2.29570, 5.68182)  0.076
O (-0.35099, 9.05088, -6.86588)  0.074
O (-6.36491, -2.55920, -2.75404)  0.034
O (8.92349, 2.89860, 6.51289)  0.048
O (0.52418, 8.38365, -5.02226)  0.039
O (2.42855, -5.38997, -0.71366)  -0.003
O (3.84186, -10.68594, -0.60950)  0.063
O (1.53445, -11.56142, 3.63716)  0.038
O (-4.09754, -0.79429, 2.32841)  -0.285
O (-0.79240, 5.33569, -3.09119)  0.062
O (-2.66900, 5.78829, -2.14825)  0.057
O (2.55254, -13.06381, 4.79175)  0.084
O (1.83529, -10.73654, -1.38445)  0.055
O (-8.60805, -0.26844, 3.86430)  0.083
O (-0.40153, -2.82138, 1.51928)  -0.064
N (0.59090, 8.67463, -6.20237)  -0.443
N (2.28130, -11.91559, 4.53082)  -0.442
N (-3.65353, 3.74107, 5.14861)  0.010
N (2.44708, 8.86600, -11.16932)  -0.442
N (2.65254, -10.89654, -0.50053)  -0.455
N (-8.25689, -0.01642, 2.73549)  -0.448
N (9.75711, 2.87668, 5.62981)  -0.455
N (-1.85138, 5.93015, -3.03645)  -0.430
N (-7.53874, -2.86463, -2.62908)  -0.448
N (5.30169, 1.16791, 4.56253)  -0.440
N (-1.58035, 1.97251, 1.53169)  0.023
C (-1.38061, 0.47825, 1.55145)  -0.173
C (2.34471, 0.07471, -2.53243)  -0.193
C (5.10830, 0.85267, 6.00532)  0.061
C (1.54156, 9.92116, -11.70076)  0.053
C (-7.94582, -3.51722, -1.35327)  0.056
C (0.36319, 3.19793, -0.44676)  -0.055
C (-0.07339, 0.09408, -1.82187)  -0.216
C (-2.27753, 0.97599, -0.66571)  -0.187
C (-1.19675, -0.15499, 2.93510)  -0.211
C (-1.16464, 3.41209, -0.50286)  -0.169
C (-4.95165, -1.08169, -0.11206)  -0.121
C (-2.31741, -0.10928, 0.46296)  -0.321
C (2.91779, -10.86378, 5.37057)  0.051
C (2.33836, -4.02632, -1.17775)  -0.189
C (1.24642, -7.39102, -1.14642)  0.030
C (-1.71498, 3.06541, 3.81054)  -0.165
C (0.27053, -0.44432, 3.25921)  -0.779
C (1.91720, 8.54984, -6.86323)  0.053
C (-2.48239, 2.57010, 2.58266)  -0.099
C (3.75467, -1.99714, -1.88693)  -0.168
C (-1.47587, 0.69210, -1.94684)  -0.110
C (-2.49890, 2.83184, 5.09858)  -0.274
C (2.36766, -1.40153, -2.14176)  -0.237
C (1.15283, 0.78580, 3.44683)  -0.163
C (-2.00259, 2.30463, 0.09777)  -0.191
C (3.73523, -3.46242, -1.34803)  -0.140
C (0.92410, 0.51850, -2.89679)  -0.191
C (-2.17932, 6.89541, -4.11913)  0.057
C (9.42489, 3.62500, 4.38638)  0.046
C (1.23122, -6.00679, -0.61440)  -0.544
C (-1.99622, -1.58614, 0.09118)  -0.090
C (2.17409, -11.38356, 0.82497)  0.028
C (-0.56978, -2.13259, 0.30407)  -0.254
C (-7.25323, 1.06815, 2.55950)  0.037
H (2.67476, 0.67314, -1.67348)  0.117
H (-1.59491, 0.49751, 3.71376)  0.095
H (-2.99719, 2.72826, 0.21596)  0.130
H (5.50915, 1.68858, 6.57072)  0.104
H (-0.40667, 0.38567, 1.05588)  0.134
H (1.10181, -11.51979, 0.77136)  0.097
H (2.68739, -12.31818, 1.02575)  0.105
H (0.82075, 3.50669, -1.38676)  0.080
H (2.58041, -9.89681, 5.01904)  0.093
H (-4.90558, -0.65674, -1.11232)  0.084
H (1.79246, -4.03168, -2.12441)  0.135
H (0.52802, 9.63743, -11.43519)  0.102
H (-5.97263, -1.04826, 0.27542)  0.072
H (-3.20883, 1.81356, 2.86454)  0.108
H (0.64739, 0.07663, -3.86008)  0.124
H (4.04955, 0.70915, 6.18323)  0.091
H (0.22889, -7.76382, -1.23504)  0.096
H (0.37173, 0.32833, -0.85134)  0.084
H (0.88463, 1.60485, -3.02776)  0.105
H (-2.08206, 0.01936, -2.55826)  0.127
H (-1.40587, 4.35361, -0.00605)  0.120
H (2.44683, -10.63195, 1.55608)  0.084
H (-3.29801, 1.12030, -1.02563)  0.130
H (-9.00664, -3.72631, -1.40685)  0.099
H (2.20083, 0.55155, 3.29376)  0.053
H (-4.61166, -2.11405, -0.10454)  0.077
H (1.79527, -1.51353, -1.21846)  0.081
H (-1.77518, -1.07290, 3.00367)  0.090
H (2.61573, -11.04765, 6.39673)  0.102
H (-1.43110, 1.63586, -2.49803)  0.117
H (-1.35824, 6.91680, -4.82056)  0.068
H (8.50678, 3.19189, 3.99983)  0.082
H (-0.67549, -3.74109, 1.41127)  0.097
H (-6.36681, 0.76383, 3.10814)  0.087
H (1.81206, 10.85210, -11.21258)  0.102
H (9.26887, 4.66165, 4.66759)  0.100
H (0.90332, 1.58630, 2.73868)  0.064
H (-2.62631, -2.22713, 0.71231)  0.116
H (-7.66977, 1.98183, 2.97358)  0.105
H (-1.54919, 4.14115, 3.72700)  0.124
H (-0.67333, 2.42391, 1.65451)  0.141
H (-0.17639, -0.98945, -1.88036)  0.097
H (2.60064, 9.19925, -6.32439)  0.106
H (2.22696, 7.51434, -6.76035)  0.107
H (0.70737, -1.07778, 2.49209)  0.052
H (4.25035, -1.35953, -1.15083)  0.113
H (0.17298, -1.33819, 0.28587)  0.085
H (3.99216, -10.98077, 5.26835)  0.102
H (-0.74720, 2.56778, 3.89975)  0.087
H (1.75703, -3.46770, -0.44350)  0.101
H (-7.35997, -4.42596, -1.25510)  0.103
H (-4.42651, 3.35358, 4.61628)  0.063
H (4.27019, -4.11621, -2.03742)  0.117
H (1.81642, 8.83460, -7.90284)  0.057
H (-0.32205, -2.78817, -0.53669)  0.114
H (1.79253, -8.04318, -0.46158)  0.086
H (-1.47647, 3.54575, -1.53543)  0.083
H (-3.01409, 3.39433, 2.11345)  0.140
H (4.33543, -1.96468, -2.80930)  0.112
H (-4.00437, 3.79645, 6.09839)  0.073
H (3.03591, 0.25684, -3.35840)  0.119
H (-1.86300, 3.02156, 5.96218)  0.120
H (5.67921, -0.04653, 6.21425)  0.105
H (1.85905, -1.96980, -2.92890)  0.126
H (1.67950, 9.97306, -12.77344)  0.096
H (-7.04530, 1.17005, 1.50394)  0.076
H (0.64742, 2.16252, -0.24961)  0.056
H (1.76107, -7.44233, -2.10362)  0.101
H (1.06541, 1.20952, 4.44913)  0.064
H (-2.28925, -1.72587, -0.94953)  0.126
H (-7.72009, -2.82809, -0.54514)  0.083
H (0.82362, 3.83285, 0.31441)  0.083
H (-2.31961, 7.86540, -3.65341)  0.110
H (4.22777, -3.50482, -0.37583)  0.117
H (-3.10358, 6.55540, -4.57685)  0.106
H (10.24520, 3.51730, 3.68772)  0.095
H (-2.80513, 1.77746, 5.15824)  0.111

Highest occupied orbital energy in eV: -11.5
Charge: +1


| no. | Kohn-Sham gap (eV) | largest force on an atom (hartree/bohr) |
| --- | --- | --- |
| 1 | 8.5 | 0.018 |
| 2 | 9.7 | 0.028 |